(1)
One molecule with the formula C3H2ClNO. Source: OMol25; level of theory: wB97M-V/def2-TZVPD.

Structure (XYZ):
```
8
Properties=species:S:1:pos:R:3
C 2.144 0.462 -0.092
C -0.672 0.391 -0.166
C -1.183 -0.829 -0.015
N 1.109 -0.030 -0.076
O -0.645 1.576 -0.200
Cl -2.902 -0.796 -0.132
H 2.959 0.922 0.329
H -0.810 -1.695 0.352
```

energy above the lowest of the compared OMol25 structures with the same formula, charge and spin: 62.7 kcal per mole
Kohn-Sham gap: 0.3095 hartree
multiplicity: 1
energy: -705.58415 Eh

(2)
A 2-piece molecular cluster, C3H2ClNO overall. Source: OMol25; level of theory: wB97M-V/def2-TZVPD.

Structure (XYZ):
```
8
Properties=species:S:1:pos:R:3
C -0.035 -0.812 -0.133
C 0.414 0.164 0.424
C -1.935 1.854 2.146
N -1.724 1.811 0.981
O -1.819 1.498 3.210
Cl -1.812 2.806 -0.389
H -0.631 -1.666 -0.351
H 0.926 0.962 0.885
```

energy above the lowest of the compared OMol25 structures with the same formula, charge and spin: 85.1 kcal per mole
Kohn-Sham gap: 0.3775 hartree
multiplicity: 1
energy: -705.54846 Eh
SMILES: O=C=NCl.C#C

(3)
A 2-piece molecular cluster, C3H2ClNO3 overall. Source: OMol25; level of theory: wB97M-V/def2-TZVPD.

Structure (XYZ):
```
10
Properties=species:S:1:pos:R:3
C -0.517 0.745 0.063
C 1.455 -0.119 -0.154
C -0.679 -0.593 -0.049
H -0.645 2.430 -0.277
H -1.237 -2.606 0.819
N 0.858 1.058 -0.016
O -1.291 1.746 -0.059
O 0.614 -1.138 -0.303
O -1.622 -1.470 -0.039
Cl 3.065 -0.053 0.013
```

energy above the lowest of the compared OMol25 structures with the same formula, charge and spin: 47.6 kcal per mole
Kohn-Sham gap: 0.2591 hartree
multiplicity: 1
energy: -856.04199 Eh